(1)
This record from OMol25 describes a molecular structure, C24H57NOP2ReSi4. The level of theory is ωB97M-V/def2-TZVPD.

Geometry as XYZ:
```
90
Properties=species:S:1:pos:R:3:lowdin_spin:R:1
Re 0.19563 0.36303 0.83989 1.820
P 2.40027 -0.08130 0.15934 0.074
P -2.41232 0.17500 0.66209 0.041
N -0.02672 1.24427 -0.74653 0.251
H 1.22480 -0.23893 1.93044 0.054
C 2.55038 -1.37397 -1.08043 0.009
H 3.63202 -1.51097 -1.27280 0.000
H 2.08006 -1.05062 -2.02544 0.001
H 2.10799 -2.28552 -0.71854 0.002
C 3.70606 -0.45192 1.33530 0.003
H 4.60204 -0.54462 0.71967 0.000
H 3.49978 -1.39303 1.85827 0.001
H 3.81453 0.37137 2.05146 0.000
C 3.09060 1.31625 -0.73321 0.023
H 4.11428 1.00118 -0.97583 0.003
H 3.12203 2.23083 -0.14291 0.001
H 2.53826 1.48886 -1.65802 0.001
C -2.92398 -0.87734 -0.74627 0.003
H -3.97067 -0.58786 -0.98026 0.000
H -2.86253 -1.90182 -0.38521 0.000
H -2.30933 -0.73519 -1.64061 0.001
C -3.57476 -0.45419 1.94777 0.004
H -4.57150 -0.58159 1.49492 0.001
H -3.62905 0.25999 2.77301 0.000
H -3.22776 -1.43088 2.31499 0.000
C -3.12869 1.77974 0.11213 0.006
H -4.22026 1.64364 -0.01256 0.001
H -2.66237 2.02332 -0.85762 0.000
H -2.89593 2.55616 0.83548 0.000
C -0.10606 1.76874 -1.91980 0.036
C -0.06774 1.55332 -4.31494 0.001
C -0.13224 0.95622 -3.10855 0.073
C -0.05352 3.20229 -2.05762 0.070
C 0.01771 3.76240 -3.29551 -0.001
C 0.01300 2.95553 -4.46843 0.103
H -0.03950 0.91732 -5.22036 -0.002
H -0.13918 -0.13630 -2.98136 0.005
H 0.02309 3.80358 -1.15769 0.004
H 0.11774 4.84351 -3.36680 -0.002
H 0.09667 3.40633 -5.43891 0.007
C -0.43481 -3.01217 1.30449 0.073
O -0.72500 -2.16879 0.40013 0.049
C 0.68391 -4.02918 0.96845 0.007
H 1.18097 -4.33362 1.85601 0.001
H 1.46138 -3.63309 0.23888 0.001
H -0.05320 -4.67288 0.49544 0.002
C -0.99749 -2.91342 2.65700 0.018
H -2.01236 -3.30472 2.52354 0.002
H -1.04416 -1.85758 3.07943 0.011
H -0.39442 -3.52758 3.34180 0.001
C -3.12586 2.63154 3.67131 0.003
Si -1.55413 1.88734 4.42271 0.036
C -1.28021 3.02099 5.92479 0.005
C -1.91483 0.17793 5.15535 0.007
Si 0.13839 1.56134 2.81413 0.122
Si 0.41466 3.85718 2.31062 0.022
C 0.72236 4.94890 3.82666 0.004
C 1.95720 4.05958 1.23482 0.003
C -1.06325 4.58210 1.38979 0.003
Si 1.81442 1.09606 4.43932 0.013
C 1.47710 1.45070 6.27396 0.004
C 2.13965 -0.77126 4.42124 0.004
C 3.36575 2.12617 4.08804 0.002
H -3.08821 3.72912 3.65411 0.000
H -3.34670 2.27749 2.65695 0.000
H -3.97692 2.35041 4.31341 0.001
H -2.21703 3.57196 6.10176 0.001
H -1.06061 2.45149 6.83542 0.000
H -0.48750 3.76370 5.79119 0.000
H -2.47225 -0.46609 4.46519 0.000
H -2.52891 0.31111 6.05989 0.001
H -1.00071 -0.35233 5.45264 0.000
H 1.33698 4.47330 4.60004 0.000
H 1.25612 5.85036 3.48355 0.001
H -0.21942 5.27790 4.28086 0.000
H 1.72963 3.93097 0.16996 0.001
H 2.35475 5.07940 1.36659 0.000
H 2.75562 3.35896 1.50308 0.000
H -1.26323 4.05363 0.44878 0.000
H -1.98234 4.56942 1.98855 0.000
H -0.85098 5.63228 1.13585 0.001
H 0.63578 0.87777 6.68136 0.000
H 2.38485 1.13677 6.81406 0.001
H 1.30833 2.50699 6.50716 0.000
H 1.98310 -1.24381 3.44494 0.003
H 3.18212 -0.94158 4.73578 0.001
H 1.48263 -1.27642 5.14109 0.000
H 3.85353 2.33175 5.05336 0.000
H 3.15876 3.09752 3.62085 0.000
H 4.09099 1.59468 3.46324 0.000
```

HOMO (spin up / spin down) = -5.7 / -6.5 eV
Kohn-Sham gap (spin up / spin down) = 6.148 / 5.943 eV
2S+1 = 4
<S²> = 3.79
F_max = 5.39 eV Å⁻¹
total energy = -81567.9424 eV

(2)
This record from OMol25 describes a molecular structure, C41H67BrIrNO2PS2Si4Te. The level of theory is ωB97M-V/def2-TZVPD.

Geometry as XYZ:
```
121
Properties=species:S:1:pos:R:3:lowdin_spin:R:1
Ir -1.13536 0.44870 1.03422 0.269
C -4.50727 -2.05152 6.03946 0.000
C -3.19209 -1.38484 6.38238 0.000
O -2.32521 -1.41111 5.24469 0.000
P -2.06002 -0.03972 4.42803 0.003
S -0.77346 -0.70505 2.99772 0.001
S -3.70405 0.90798 4.00293 0.007
O -1.23477 0.76428 5.55574 0.001
C -0.05020 1.52510 5.27559 0.000
C 1.13798 0.86367 5.93790 0.000
H -5.14513 -2.10942 6.92545 0.000
H -4.32919 -3.06287 5.66917 0.000
H -5.01797 -1.47847 5.26555 0.000
H -2.67328 -1.92310 7.17863 0.000
H -3.35330 -0.35747 6.71391 0.000
H -0.21896 2.53027 5.66607 0.000
H 0.10088 1.60230 4.20095 0.000
H 0.98005 0.77834 7.01521 0.000
H 2.04081 1.45244 5.75844 0.000
H 1.28577 -0.13523 5.52257 0.000
Br -1.61101 1.83384 -1.11035 0.006
C -3.45936 1.38623 -1.10075 -0.002
C -4.27053 2.10770 -1.91932 0.006
C -5.65765 1.85645 -1.90511 -0.001
C -6.16317 0.90770 -1.07201 0.004
C -5.32066 0.14616 -0.22714 0.002
C -5.86045 -0.84404 0.62770 0.021
C -5.03941 -1.57546 1.42073 0.003
C -3.64683 -1.36661 1.40524 0.040
C -3.03846 -0.42839 0.59945 0.003
C -3.91050 0.36697 -0.23296 0.009
H -3.85133 2.87072 -2.56144 0.001
H -6.31112 2.42665 -2.55400 0.000
H -7.22970 0.71216 -1.04533 0.000
H -6.93456 -0.99572 0.63633 0.001
H -5.45479 -2.31963 2.09128 -0.001
H -3.01998 -1.97612 2.04295 0.003
C 3.99824 -0.70386 -4.12932 0.000
Si 2.28388 -0.92699 -4.91007 0.020
C 2.67169 -1.65773 -6.62262 0.008
C 1.70366 0.83705 -5.30508 0.000
Si 0.80750 -1.97963 -3.44129 0.073
Te -1.16364 -1.62432 -0.52882 0.442
Si 1.66592 -4.14472 -3.35745 0.010
C 3.07647 -4.24613 -2.09303 0.000
C 0.35713 -5.36863 -2.73522 0.000
C 2.38301 -4.97928 -4.91106 0.004
Si -1.07703 -2.27382 -4.79171 0.009
C -1.82952 -0.58969 -5.22849 0.000
C -0.91485 -3.19182 -6.45048 0.004
C -2.45441 -3.22714 -3.91277 0.003
H 4.72243 -0.37014 -4.88106 0.000
H 4.37070 -1.63197 -3.68644 0.000
H 3.96217 0.04888 -3.33808 0.000
H 3.36732 -1.00316 -7.16183 0.001
H 1.76693 -1.75742 -7.22493 0.000
H 3.12693 -2.64773 -6.54374 0.000
H 2.53947 1.45630 -5.64980 0.000
H 1.26545 1.31066 -4.42270 0.000
H 0.94408 0.83145 -6.09131 0.000
H 2.68864 -4.04616 -1.08898 0.000
H 3.85395 -3.50476 -2.29948 0.000
H 3.54136 -5.23847 -2.09127 0.000
H -0.27272 -4.91771 -1.96368 0.000
H 0.83088 -6.26230 -2.31362 0.000
H -0.29224 -5.69001 -3.55503 0.000
H 3.31962 -4.50082 -5.21288 0.000
H 1.69055 -4.91279 -5.75414 0.000
H 2.59401 -6.03808 -4.71782 0.001
H -1.24755 -0.08385 -6.00399 0.000
H -1.84823 0.05637 -4.34545 0.000
H -2.85694 -0.70133 -5.59246 0.000
H -0.15942 -2.74259 -7.09702 0.000
H -1.87163 -3.18959 -6.98732 0.001
H -0.62796 -4.23397 -6.27995 0.000
H -2.65323 -2.81465 -2.92099 0.006
H -2.19096 -4.28099 -3.79342 0.000
H -3.38000 -3.17340 -4.49795 0.000
C -3.21637 4.64429 2.92382 0.000
C -1.73123 4.39873 2.84577 0.002
C -0.83224 5.31909 3.39288 0.000
C 0.52825 5.06760 3.29692 0.000
C 1.52765 6.04334 3.87169 0.000
C 0.99915 3.91942 2.67095 0.000
C 0.12852 2.94503 2.10610 0.004
C -1.25554 3.25811 2.23079 0.014
N 0.47245 1.77169 1.51087 0.001
C 1.87432 1.35465 1.35633 -0.001
C 2.67823 2.33345 0.46624 0.000
C 4.12738 1.86103 0.30046 0.000
C 4.78103 1.70886 1.67909 0.000
C 4.02733 0.65792 2.50345 0.000
C 4.03502 -0.68167 1.76030 0.000
C 3.34784 -0.49883 0.40490 -0.001
C 4.13811 0.51446 -0.42474 0.000
C 1.91453 0.00602 0.61137 0.006
C 2.57650 1.10944 2.71030 0.000
H -3.43262 5.54875 3.49619 0.000
H -3.71876 3.79904 3.39539 0.000
H -3.64409 4.76191 1.92504 0.000
H -1.19541 6.21537 3.88591 0.000
H 1.02610 6.84438 4.41736 0.000
H 2.13090 6.49945 3.08217 0.000
H 2.21570 5.54365 4.55830 0.000
H 2.06790 3.78937 2.65048 0.000
H -1.99366 2.55432 1.84218 0.009
H 2.66726 3.34858 0.85322 0.000
H 2.18364 2.36658 -0.51065 0.000
H 4.68167 2.60117 -0.28680 0.000
H 4.77238 2.67080 2.20609 0.000
H 5.83001 1.41045 1.56208 0.000
H 4.51223 0.54358 3.47943 0.000
H 3.50278 -1.43383 2.35134 0.000
H 5.06311 -1.03717 1.61878 0.000
H 3.30252 -1.45481 -0.12731 0.000
H 3.67779 0.61852 -1.41010 0.000
H 5.16661 0.16552 -0.57660 0.000
H 1.34581 -0.73540 1.17680 0.003
H 1.41995 0.10779 -0.35949 0.006
H 2.55218 1.99765 3.34272 0.000
H 2.00761 0.33369 3.23284 0.000
```

HOMO (spin up / spin down) = -1.0 / -1.4 eV
Kohn-Sham gap (spin up / spin down) = 5.142 / 5.499 eV
2S+1 = 2
<S²> = 0.78
F_max = 1.35 eV Å⁻¹
net charge = -2
total energy = -191841.9108 eV

What is the formula in the first record? C24H57NOP2ReSi4

The lowest 2S+1 belongs to which entry? C41H67BrIrNO2PS2Si4Te

Among the records above, which one has the highest 2S+1? C24H57NOP2ReSi4